1.
{
  "formula": "C3H13NO3",
  "method": "the ωB97M-V functional and the def2-TZVPD basis",
  "species": ["N", "C", "C", "C", "O", "H", "H", "H", "H", "H", "H", "H", "H", "H", "O", "H", "H", "O", "H", "H"],
  "positions_angstrom": [[-0.10355, -1.78638, 1.22043], [-1.13297, -1.76844, 0.19163], [-1.92233, -0.50366, 0.09295], [-1.28740, 0.62059, -0.69107], [-0.17708, 1.18369, 0.09356], [-0.08186, -0.97627, 1.81848], [0.83807, -2.00215, 0.94922], [-0.75766, -2.08096, -0.78323], [-1.80450, -2.59697, 0.45830], [-2.22274, -0.12563, 1.06611], [-2.92439, -0.54601, -0.36194], [-1.92634, 1.45942, -0.93704], [-0.82926, 0.39615, -1.65372], [-0.50350, 2.01576, 0.46463], [1.24408, 2.14730, -2.17447], [1.67617, 1.81205, -1.38653], [0.73100, 2.91918, -1.92470], [2.51697, -0.35586, 1.35669], [3.13113, 0.35628, 1.16786], [2.91214, -1.21695, 1.22317]],
  "forces_ev_per_angstrom": [[0.0234, -0.0603, 0.5142], [-0.3006, -1.5575, 0.3645], [-1.2142, 1.4382, -0.9205], [1.8797, 1.0781, 0.7292], [-0.5232, 0.3385, -0.0270], [0.0176, 0.1880, -0.2822], [-0.1521, 0.1915, -0.4468], [0.3378, 0.3095, -0.1164], [-0.3350, 0.2247, -0.1740], [0.4589, 0.1032, 0.4865], [0.1920, -1.1057, -0.2256], [-0.7801, -0.0366, 0.2155], [-0.0756, -0.7828, 0.0386], [0.1937, -0.3737, 0.0149], [0.2534, 0.0624, -0.7975], [-0.3441, 0.0475, 0.2907], [0.0980, -0.1073, 0.2663], [-0.6744, 0.2459, 0.2805], [0.3419, -0.3824, -0.0932], [0.6027, 0.1788, -0.1178]],
  "gap_ev": 8.91,
  "fmax_ev_per_a": 2.29,
  "smiles": "NCCCO.O.O"
}

=====

2.
{
  "formula": "C3H13NO3",
  "method": "the ωB97M-V functional and the def2-TZVPD basis",
  "species": ["C", "C", "C", "N", "H", "H", "H", "H", "H", "H", "H", "O", "H", "H", "O", "H", "H", "O", "H", "H"],
  "positions_angstrom": [[-1.43494, 2.20837, -0.07945], [-0.73000, 1.06627, -0.15531], [0.15349, 0.80666, -1.35239], [-0.95577, 0.00056, 0.71798], [-1.96914, 2.38039, 0.83986], [-1.58370, 2.91324, -0.87954], [0.89518, 1.59403, -1.38864], [0.68964, -0.13618, -1.24377], [-0.40818, 0.84765, -2.28355], [-0.83136, -0.89564, 0.28261], [-1.77713, 0.14415, 1.27994], [4.66649, -0.41093, 0.44611], [3.83873, -0.70208, 0.84941], [4.45051, 0.50701, 0.24264], [1.83172, 0.14647, 2.01099], [2.01513, -0.43403, 2.76083], [0.98561, 0.53990, 2.27078], [-3.33988, -3.55186, -1.02312], [-3.78072, -3.01088, -1.69190], [-2.71566, -4.01310, -1.60347]],
  "forces_ev_per_angstrom": [[0.2371, -0.5302, 0.7404], [-1.3205, 0.3677, -1.3832], [0.1647, -0.0975, 0.5563], [0.8715, 0.8401, 0.2275], [-0.5554, 0.1220, 0.0538], [0.6647, 0.2083, -0.0080], [0.2373, 0.1030, -0.1230], [-0.0666, -0.0577, -0.2022], [-0.0584, -0.2036, 0.0095], [-0.1578, -0.2128, 0.2905], [-0.1489, -0.4942, -0.0912], [-0.3735, 0.1751, 0.0421], [0.0726, -0.1056, 0.0061], [0.2223, -0.0189, -0.0407], [-0.0290, -0.0842, 0.5596], [0.1758, 0.0358, -0.1415], [0.0421, -0.0669, -0.5014], [0.2507, 0.0305, -0.9014], [-0.2836, 0.1703, 0.3998], [0.0549, -0.1813, 0.5071]],
  "gap_ev": 8.60,
  "fmax_ev_per_a": 1.95,
  "smiles": "C=C(C)N.O.O.O"
}

=====

3.
{
  "formula": "C3H13NO3",
  "method": "the ωB97M-V functional and the def2-TZVPD basis",
  "species": ["C", "C", "C", "N", "H", "H", "H", "H", "H", "H", "H", "O", "H", "H", "O", "H", "H", "O", "H", "H"],
  "positions_angstrom": [[-1.95052, -2.02597, -0.57842], [-0.51894, -1.62530, -0.54113], [0.26453, -1.71412, 0.63952], [1.44248, -0.92170, 0.85419], [-2.34252, -2.32785, -1.63005], [-2.18831, -2.81430, 0.18305], [-2.58998, -1.09827, -0.42543], [-0.07619, -0.95599, -1.29647], [-0.24282, -2.06761, 1.49562], [2.09633, -1.30388, 1.45605], [2.00543, -0.54354, -0.02005], [2.42628, 1.25306, -1.09043], [2.08011, 1.96649, -0.57099], [3.09855, 1.50232, -1.78319], [-1.44634, 1.49249, 0.72131], [-1.27569, 0.74561, 0.08726], [-1.71125, 0.93495, 1.43530], [0.77419, 3.11263, 0.37010], [0.21111, 3.87580, 0.17247], [-0.05646, 2.51521, 0.52128]],
  "forces_ev_per_angstrom": [[-1.6357, 0.2882, -1.3650], [2.8510, 0.5263, 3.0431], [-0.9274, 2.5231, -4.0561], [-0.7299, 0.5594, -3.5390], [0.9620, -0.0391, 1.7260], [0.0398, 0.7825, -0.7609], [0.4244, -1.0512, 0.3080], [-0.3713, -0.6205, -0.0861], [0.0661, -0.8514, 1.0784], [1.2201, -1.0015, 1.5653], [-2.0356, -0.9146, 2.0725], [1.4444, -1.5364, -1.7533], [-0.1650, 1.3260, 0.1850], [-1.3752, 0.1641, 1.5531], [0.1707, -1.1816, -1.7652], [0.1507, 1.1334, 0.1820], [-0.3316, -0.1046, 1.5032], [-2.8040, -0.8829, 0.2098], [0.8694, 0.5357, -0.1898], [2.1770, 0.3450, 0.0889]],
  "gap_ev": 8.68,
  "fmax_ev_per_a": 4.87,
  "smiles": "C/C=C/N.O.O.O"
}

=====

4.
{
  "formula": "C3H13NO3",
  "method": "the ωB97M-V functional and the def2-TZVPD basis",
  "species": ["C", "N", "C", "C", "H", "H", "H", "H", "H", "H", "H", "O", "H", "H", "O", "H", "H", "O", "H", "H"],
  "positions_angstrom": [[-0.20105, -1.51412, 1.32075], [-0.11863, -0.26022, 1.24451], [-1.12300, 0.41989, 0.41091], [-1.34273, 1.81385, 0.94295], [-0.91699, -2.10756, 0.75712], [0.43220, -2.05614, 2.01545], [-0.72871, 0.46970, -0.61117], [-2.07807, -0.10940, 0.35233], [-0.37773, 2.24900, 1.19422], [-1.80946, 2.50428, 0.23692], [-2.03268, 1.80779, 1.78851], [-0.39505, -2.18678, -1.70962], [-0.11551, -1.25459, -1.79024], [0.31492, -2.69364, -2.10689], [2.09464, 1.03045, 0.32427], [1.29095, 0.67274, 0.74872], [2.85992, 0.88101, 0.88129], [1.22026, -0.25823, -2.01104], [1.63338, 0.24142, -1.25305], [1.39333, 0.35053, -2.73594]],
  "forces_ev_per_angstrom": [[-0.2175, -0.2931, 0.3515], [-0.6864, -0.0262, -0.1708], [0.0714, 0.0872, -0.5719], [-0.3245, 0.5921, 0.0029], [-0.2202, 0.0508, 0.0121], [0.4085, 0.0254, -0.1740], [-0.0078, 0.0412, 0.1315], [0.1725, -0.2836, 0.0787], [-0.0722, 0.1057, 0.3262], [0.0429, -0.2925, -0.3185], [0.3967, -0.0312, 0.2988], [-0.7817, -0.1904, 0.2159], [0.2039, -0.6300, -0.1209], [0.1192, 0.1137, -0.0425], [0.0933, 0.4662, -0.8480], [0.3142, -0.2332, 0.7489], [-0.1571, -0.1709, 0.1852], [1.0293, 1.4572, 0.4657], [-0.2263, -0.6552, -0.2711], [-0.1584, -0.1332, -0.2994]],
  "gap_ev": 10.96,
  "fmax_ev_per_a": 1.84,
  "smiles": "C=NCC.O.O.O"
}

=====

5.
{
  "formula": "C3H13NO3",
  "method": "the ωB97M-V functional and the def2-TZVPD basis",
  "species": ["C", "N", "C", "C", "O", "H", "H", "H", "H", "H", "H", "H", "H", "H", "H", "H", "O", "H", "H", "O"],
  "positions_angstrom": [[1.32647, 0.14564, -1.96998], [0.86517, -0.00245, -0.58975], [-0.02318, -1.16032, -0.37688], [0.28071, -1.66736, 1.05436], [-0.64522, -2.58885, 1.48635], [2.01770, 0.98445, -1.97941], [0.54014, 0.29067, -2.72921], [1.82175, -0.74753, -2.31706], [0.35903, 0.88209, -0.40099], [-1.02414, -0.78293, -0.47148], [0.17007, -1.98352, -1.05650], [1.26805, -2.13229, 1.15488], [0.40934, -0.78333, 1.70925], [-1.35783, -2.32148, 2.07066], [0.09261, 1.43603, 1.66853], [-0.20327, 2.72758, 2.45144], [-0.58523, 2.07517, 1.84409], [-2.35213, 1.52748, -0.05494], [-1.26744, 2.48541, -0.77111], [-1.69261, 1.61555, -0.72224]],
  "forces_ev_per_angstrom": [[1.6448, -0.0576, 0.4914], [-3.1913, -0.3068, -3.7033], [2.1471, -0.3161, 1.2205], [0.0742, 0.8424, 1.3901], [-0.2171, -1.0074, -0.2714], [-0.0146, 0.1165, -0.3378], [-0.4977, 0.2841, 0.7356], [0.3475, -0.3888, 0.1552], [0.3178, -0.1353, 1.1602], [-0.6397, 0.2998, 0.1577], [0.1432, 0.2873, -0.4196], [-0.1043, -0.1195, -0.7340], [-0.5383, -0.1973, 0.0155], [0.1683, 0.6351, -0.0041], [0.6114, -0.3310, 0.2820], [-0.0673, -0.2959, -0.1337], [-0.4324, 0.7049, 0.1181], [-0.5151, 0.7217, 0.9536], [-0.9511, -0.1229, 0.6406], [1.7146, -0.6131, -1.7166]],
  "gap_ev": [11.79, 6.49],
  "spin_multiplicity": 2,
  "charge": 1,
  "fmax_ev_per_a": 4.90
}

=====

6.
{
  "formula": "C3H13NO3",
  "method": "the ωB97M-V functional and the def2-TZVPD basis",
  "species": ["N", "C", "C", "C", "H", "H", "H", "H", "H", "H", "H", "H", "H", "O", "H", "H", "O", "H", "H", "O"],
  "positions_angstrom": [[-1.75641, 3.00824, -0.74256], [-2.06926, 1.60492, -0.34791], [-1.88274, -0.04728, 1.56147], [-1.65488, 1.23411, 1.01063], [-2.04340, 3.59141, 0.04828], [-0.74760, 3.12923, -0.78407], [-3.16816, 1.49430, -0.42603], [-1.63298, 1.02939, -1.16814], [-1.85918, -0.19138, 2.62906], [-2.20703, -0.88249, 0.94921], [-1.30258, 1.96273, 1.73945], [1.86007, -3.04492, -2.30715], [1.50024, -3.21728, -0.90716], [1.13182, -3.34574, -1.78949], [1.99004, -2.16849, 1.37132], [2.13224, -1.36465, 0.13950], [2.42576, -2.23090, 0.52118], [1.73336, 1.37625, 0.27452], [2.84395, 0.66446, -0.61182], [2.25868, 0.57448, 0.14239]],
  "forces_ev_per_angstrom": [[-0.2846, -0.5879, 1.4188], [0.9303, 2.2635, -0.4884], [-0.3914, 0.0294, -0.4052], [-0.6442, -0.8947, 0.1929], [-0.0966, 0.2806, -0.5406], [-0.0243, -0.0449, -0.2932], [0.0631, -0.3980, 0.0667], [-0.1503, -0.9485, 0.2813], [0.2208, -0.0515, 0.2229], [0.1535, -0.0049, -0.0894], [0.1698, 0.2779, -0.4086], [0.7147, 0.1743, -1.0427], [-0.1135, -0.1696, 0.4272], [-0.6239, -0.0153, 0.5752], [0.1328, -0.4176, 0.5287], [0.6252, -0.8495, 0.2485], [-0.7099, 1.1529, -0.5938], [0.6644, -0.1355, -0.4321], [0.0467, 0.4739, -0.1517], [-0.6824, -0.1345, 0.4836]],
  "gap_ev": [7.20, 3.75],
  "spin_multiplicity": 2,
  "charge": 1,
  "fmax_ev_per_a": 2.50
}

=====

Number 5 is which compound?
C3H13NO3

=====

What is the formula in the fifth record?
C3H13NO3